1.
A 12-piece molecular cluster, C20H53N3O23 overall in a non-equilibrium geometry, computed with ωB97M-V/def2-TZVPD.

Calculated values
Energy above the lowest of the compared OMol25 structures with the same formula, charge and spin in kJ/mol: 0.0
HOMO energy in eV: -9.68
HOMO-LUMO gap in eV: 9.846

Positions of all 99 atoms, in Å:
C1 1.904272 2.752301 5.333015
N1 0.658292 2.393611 4.608015
O1 -0.215898 3.174851 4.739295
O2 0.646862 1.328831 3.985645
H1 2.648592 3.149781 4.643005
H2 2.342792 1.924981 5.890995
H3 1.642402 3.565511 6.009925
C2 -4.198978 -1.601259 -1.405175
N2 -5.428598 -2.087649 -0.648545
O3 -5.538368 -1.927509 0.547905
O4 -6.268558 -2.715269 -1.303985
H4 -3.429598 -2.307579 -1.093305
H5 -3.951698 -0.651179 -0.931575
H6 -4.344078 -1.622069 -2.485275
C3 -2.998578 -1.907109 3.316725
N3 -2.918368 -0.514069 3.904435
O5 -2.272918 -0.281029 4.881685
O6 -3.699278 0.286511 3.438815
H7 -3.856278 -2.457449 3.703485
H8 -2.066268 -2.286639 3.734885
H9 -2.929468 -1.790519 2.235185
C4 -4.355048 2.517851 -2.115155
O7 -3.535738 1.917061 -1.028495
C5 -2.852888 2.622811 -0.193515
O8 -2.799038 3.873441 -0.197615
O9 -2.246328 1.829881 0.591825
C6 -1.297458 2.305571 1.599525
H10 -5.037558 3.276091 -1.731305
H11 -4.855568 1.705681 -2.642375
H12 -3.588618 2.940561 -2.764775
H13 -0.536868 2.999061 1.240815
H14 -0.838678 1.452401 2.099245
H15 -1.921888 2.861251 2.299095
C7 0.425622 -1.398979 2.024065
O10 0.331692 -0.623949 0.843545
C8 -0.606128 -0.976429 -0.057375
O11 -1.400378 -1.923799 0.044165
O12 -0.351088 -0.313949 -1.231315
C9 -1.219908 -0.440109 -2.377275
H16 1.304622 -1.231829 2.646565
H17 0.360852 -2.449229 1.739655
H18 -0.365748 -1.227609 2.753775
H19 -2.256788 -0.117319 -2.283555
H20 -1.227748 -1.480259 -2.703055
H21 -0.842978 0.117801 -3.234465
C10 4.217282 -2.225889 1.995385
O13 3.797692 -1.598639 3.198785
C11 3.293752 -2.294679 4.101515
O14 2.935632 -3.495419 4.012265
O15 3.280412 -1.625339 5.283535
C12 2.715452 -2.207339 6.420565
H22 3.922822 -1.627889 1.132955
H23 3.826612 -3.231519 1.839845
H24 5.299392 -2.348539 1.949725
H25 3.415842 -2.923469 6.850335
H26 1.663802 -2.491689 6.384885
H27 2.658982 -1.295269 7.014745
C13 1.775242 5.409201 0.347515
O16 2.392242 4.352931 -0.332155
C14 2.472922 3.175791 0.412315
O17 1.868622 2.939981 1.475485
O18 3.186282 2.306561 -0.266485
C15 3.257502 0.996041 0.266365
H28 1.661252 6.150131 -0.443775
H29 2.398942 5.975031 1.039555
H30 0.724622 5.250211 0.590455
H31 3.663302 0.951441 1.277035
H32 3.975842 0.467191 -0.360055
H33 2.321192 0.439241 0.303535
C16 0.659692 3.216961 -3.029965
O19 0.268002 3.989071 -4.205315
H34 0.428372 3.731181 -2.097135
H35 0.042982 2.323121 -2.936045
H36 1.698692 2.979061 -3.257965
H37 -0.691668 4.009651 -4.219875
C17 -2.860598 -4.025229 -4.442475
O20 -3.230798 -4.008079 -3.084015
H38 -2.438018 -3.058879 -4.717605
H39 -2.171948 -4.854809 -4.602715
H40 -3.738098 -4.175639 -5.071345
H41 -3.254888 -4.893489 -2.713785
C18 0.806482 0.996901 -6.174325
O21 0.890262 -0.424829 -6.169175
H42 1.614542 1.374151 -5.547575
H43 0.884092 1.444421 -7.165185
H44 -0.175468 1.238651 -5.767605
H45 1.155222 -0.745999 -5.304155
C19 1.494052 -3.740789 -0.516265
O22 1.623912 -3.481369 -1.929025
H46 1.930462 -2.875739 -0.016915
H47 0.440412 -3.924889 -0.306385
H48 2.135922 -4.574369 -0.231255
H49 0.961122 -3.949709 -2.441835
C20 2.730882 -0.151269 -2.789045
O23 1.651012 -0.875719 -3.477245
H50 2.239522 0.629121 -2.207965
H51 3.363182 -0.702109 -2.092715
H52 3.270762 0.428501 -3.537705
H53 1.533652 -1.609029 -2.868895

Cartesian forces, eV/Å:
0.812 0.608 0.554
2.258 -2.070 0.116
-2.168 1.033 -0.486
-0.222 0.969 0.410
-0.227 -0.276 -0.306
-0.351 -0.183 -0.340
-0.053 -0.218 -0.041
-0.266 -0.228 1.558
-1.300 -1.186 -1.266
0.790 0.460 -0.192
0.927 0.741 0.282
0.021 0.069 -0.293
-0.060 0.124 -0.389
-0.280 0.046 0.414
1.934 0.591 0.571
-2.920 0.040 -0.390
1.625 -0.484 0.960
-0.115 0.420 -0.838
-0.031 0.469 -0.176
-0.200 -0.817 -0.341
-0.362 -0.226 0.155
1.790 0.072 0.913
-2.541 -1.747 -2.263
0.039 5.444 -0.441
-0.003 -2.458 0.054
2.296 -2.090 1.738
-1.182 0.820 0.344
0.148 -0.161 0.004
0.030 -0.023 0.458
-0.462 0.377 -0.243
-0.154 -0.325 -0.519
-0.277 0.039 -0.415
0.271 -0.087 0.298
-0.782 -1.386 0.951
-0.395 0.823 -0.651
-0.452 -2.356 -1.676
1.465 2.463 0.256
-0.395 0.579 1.308
-0.271 -0.961 -0.481
0.420 0.539 -0.990
0.144 -0.042 0.177
-0.421 0.362 -0.442
0.187 0.115 0.918
-0.072 -0.146 0.154
0.696 0.184 0.566
0.270 -0.748 -1.247
1.695 2.590 -2.828
-2.013 -5.777 4.149
0.570 2.986 0.084
0.121 0.340 -2.842
-0.185 1.107 1.262
-0.126 0.263 0.318
-0.400 0.162 0.497
0.064 0.381 0.452
-0.471 -0.212 0.031
0.257 -0.693 -0.733
0.228 -0.366 0.845
-0.915 2.212 -1.484
0.852 -2.754 1.720
-2.355 0.775 1.330
1.846 0.958 -2.545
0.067 0.185 -0.210
0.736 -1.113 0.534
0.061 0.134 -0.287
-0.063 -0.860 0.674
0.332 -0.539 0.838
-0.019 0.528 0.128
-0.154 0.130 -0.105
-0.239 0.481 -0.338
-0.854 0.319 -1.192
-0.006 -0.443 0.868
0.731 0.478 -0.025
0.234 -0.471 -0.382
-0.063 -0.034 0.807
-0.069 0.140 -0.063
-0.300 -0.541 -0.144
-0.025 0.511 0.755
0.251 -0.134 0.149
0.278 0.248 -0.422
-0.075 -0.086 -0.155
-0.059 -0.025 -0.235
-0.093 -0.796 0.929
-0.055 -0.134 -1.353
-0.165 0.514 0.032
0.108 -0.477 -0.112
0.034 0.639 0.146
0.147 0.271 0.368
0.289 -0.047 -1.018
0.287 0.432 0.056
-0.520 0.143 0.108
0.198 0.157 0.563
-0.249 -0.322 -0.020
-0.056 -0.200 0.227
-1.575 1.375 -0.793
1.769 0.231 1.078
-0.056 -0.017 0.327
-0.064 -0.552 -0.591
0.436 -0.535 -0.053
-0.525 -0.733 -0.085

Löwdin population analysis, charges in e, atoms 1 to 6: number 1, C, carries 0.04; number 2, N, carries -0.43; number 3, O, carries 0.11; number 4, O, carries 0.04; number 5, H, carries 0.10; number 6, H, carries 0.09

---

2.
A 7-piece molecular cluster, C20H54N2O11 overall in a non-equilibrium geometry, computed with ωB97M-V/def2-TZVPD.

Calculated values
Energy above the lowest of the compared OMol25 structures with the same formula, charge and spin in kJ/mol: 0.0
HOMO energy in eV: -8.71
HOMO-LUMO gap in eV: 9.161

Positions of all 87 atoms, in Å:
C1 -27.471418 20.890441 3.523893
C2 -26.184428 21.277626 4.229872
O1 -25.789388 20.279278 5.189241
C3 -25.209437 19.186740 4.727679
O2 -24.979699 18.893941 3.581339
O3 -24.882571 18.421088 5.765350
C4 -24.246533 17.176223 5.457802
H1 -27.306715 19.939224 3.007925
H2 -27.788342 21.552671 2.720938
H3 -28.258234 20.734358 4.259422
H4 -26.319186 22.137704 4.882321
H5 -25.363500 21.463119 3.539747
H6 -24.844965 16.644570 4.719098
H7 -24.311212 16.622062 6.388687
H8 -23.250576 17.312327 5.047463
C5 -19.876051 13.348242 0.374435
O4 -18.667209 13.963090 0.714799
C6 -18.600808 15.333034 0.382169
C7 -17.170110 15.806700 0.600072
N1 -16.231052 15.393479 -0.464039
C8 -14.856055 15.730612 -0.028601
C9 -13.866789 15.252084 -1.063366
O5 -13.661224 13.855894 -0.957480
C10 -12.463918 13.423159 -1.563524
H9 -19.676144 12.273996 0.393768
H10 -20.284664 13.585618 -0.616217
H11 -20.683168 13.553067 1.093216
H12 -19.233869 15.941327 1.047748
H13 -19.019026 15.517946 -0.614108
H14 -16.863146 15.278767 1.513713
H15 -17.171164 16.880038 0.776549
H16 -16.235819 14.374594 -0.443307
H17 -14.580785 15.223988 0.905925
H18 -14.744355 16.808047 0.082265
H19 -12.920398 15.810393 -0.979460
H20 -14.191195 15.448209 -2.095738
H21 -12.539064 12.393442 -1.906926
H22 -11.651239 13.497327 -0.835435
H23 -12.244256 14.040114 -2.440920
C11 -21.732391 11.238587 8.223102
O6 -23.133090 11.053841 8.151329
C12 -23.824297 12.270212 7.878309
C13 -24.203406 12.937328 9.211794
N2 -24.739817 11.983709 10.137626
C14 -24.952023 12.518969 11.456461
C15 -25.711486 11.524069 12.296071
O7 -25.868085 11.965462 13.618374
C16 -26.655682 11.095953 14.401648
H24 -21.277539 10.539360 8.925053
H25 -21.462364 12.242851 8.565807
H26 -21.265738 11.097670 7.241505
H27 -24.742378 12.025980 7.332024
H28 -23.274286 12.894883 7.169440
H29 -24.897342 13.760192 9.020329
H30 -23.267632 13.445662 9.508243
H31 -24.199804 11.129781 10.099587
H32 -25.611484 13.393125 11.371854
H33 -24.047720 12.911254 11.942809
H34 -25.227036 10.529793 12.260160
H35 -26.677917 11.255592 11.842983
H36 -27.705649 11.166846 14.090250
H37 -26.602542 11.513874 15.408227
H38 -26.304506 10.061296 14.394987
C17 -26.525661 12.606756 4.949319
O8 -27.627047 13.037623 4.126598
H39 -25.748995 13.362913 4.881982
H40 -26.910272 12.408698 5.948856
H41 -26.116095 11.705251 4.478941
H42 -28.355829 12.428072 4.266301
C18 -22.275888 9.409115 3.524946
O9 -20.919102 9.013522 3.387939
H43 -22.509919 9.508307 4.587280
H44 -22.423956 10.400227 3.091054
H45 -22.956761 8.714025 3.035579
H46 -20.867215 8.175901 2.927046
C19 -26.354134 15.500896 2.637851
O10 -25.668379 14.244079 2.427700
H47 -25.648033 16.301964 2.443189
H48 -27.208915 15.510846 1.964232
H49 -26.665818 15.523359 3.684251
H50 -26.319237 13.544274 2.568554
C20 -23.007107 12.915912 3.989146
O11 -23.282098 14.233517 4.459138
H51 -22.074966 12.589460 4.453437
H52 -23.776278 12.247925 4.384912
H53 -22.879479 12.907508 2.907789
H54 -24.068627 14.548102 3.987353

Cartesian forces, eV/Å:
0.302 -0.911 -0.169
-0.183 0.286 0.079
-0.174 0.092 0.025
0.470 -0.654 -0.058
-0.164 0.323 -0.284
-0.013 0.210 0.325
-0.796 -0.164 -0.191
0.004 -0.027 0.177
0.070 0.472 0.329
-0.157 0.179 -0.094
-0.033 0.210 -0.266
0.003 -0.064 -0.046
0.047 0.025 -0.070
0.524 -0.038 -0.014
0.127 0.011 0.284
-0.518 -0.813 0.216
0.118 0.270 -0.452
-0.172 0.655 0.324
-0.168 -1.193 -0.256
0.258 0.421 0.884
-0.213 -0.540 -0.863
0.622 0.258 -0.794
-0.248 -0.325 0.296
0.044 0.358 -0.037
-0.148 0.061 0.028
0.431 0.272 -0.062
0.188 0.138 0.068
-0.069 -0.260 0.185
0.444 -0.119 -0.230
-0.083 0.458 0.363
0.258 0.088 -0.229
-0.276 0.048 -0.311
-0.091 0.238 0.192
-0.158 0.067 0.079
0.033 -0.253 0.381
-0.348 0.219 0.191
-0.266 -0.068 0.187
0.191 0.035 -0.156
0.158 -0.020 0.009
0.398 0.233 -0.112
0.185 0.148 -0.182
-1.080 -0.490 0.032
1.100 0.611 -1.198
-0.221 0.116 -0.373
-0.667 0.587 0.138
-0.079 -1.369 -0.070
0.312 -0.025 -0.157
-0.217 0.889 0.230
-0.261 -0.172 -0.038
-0.125 0.012 0.034
-0.066 -0.046 0.001
0.030 -0.400 0.180
0.261 0.283 0.401
-0.223 -0.132 0.021
-0.066 -0.109 0.697
0.098 0.042 0.220
0.123 0.018 -0.157
0.102 -0.386 0.173
0.457 0.199 0.290
-0.158 0.660 -0.086
0.041 -0.330 -0.101
0.015 -0.306 0.056
0.041 -0.005 -0.095
-0.649 -0.469 -0.891
0.168 0.249 0.012
-0.169 0.169 0.421
0.519 0.077 0.172
0.100 -0.124 0.470
-0.018 -0.004 -0.055
0.102 0.243 0.126
0.110 0.109 -0.026
-0.153 -0.234 0.001
0.088 -0.061 -0.190
-0.097 -0.028 0.119
-0.054 -0.037 -0.024
0.260 -1.271 0.106
0.311 0.372 -0.017
-0.065 0.069 -0.156
-0.110 0.514 0.111
-0.303 0.350 -0.075
-0.051 0.154 0.076
0.130 0.411 0.784
-0.070 0.154 -0.048
0.087 0.165 -0.080
-0.059 -0.286 -0.577
-0.281 -0.282 -0.054
0.191 -0.214 -0.147

Löwdin population analysis, charges in e, atoms 1 to 6: number 1, C, carries -0.06; number 2, C, carries -0.20; number 3, O, carries 0.04; number 4, C, carries -0.62; number 5, O, carries 0.12; number 6, O, carries 0.01